108
Properties=species:S:1:pos:R:3 method="wB97M-V/def2-TZVPD" relative_energy_kcal_mol=15.1 lumo_ev=0.5 charge=0 smiles="COC(=O)OC.COC(=O)OC.COC(=O)OC.COC(=O)OC.CC(C)=O.CC(C)=O.CC(C)=O.CC(C)=O.CC(C)=O.CC(C)=O"
C -1.10063 2.96534 2.10237
O -0.63091 2.81084 3.43789
C -0.41210 1.58665 3.90270
O -0.74151 0.56335 3.36572
O 0.17590 1.69345 5.08868
C 0.35000 0.45929 5.79559
H -0.40626 2.53912 1.37832
H -1.33051 4.00996 1.94987
H -1.97706 2.33830 1.97243
H 0.45858 0.70983 6.84484
H 1.21919 -0.06195 5.39933
H -0.52190 -0.18506 5.68350
C -7.42949 -4.51058 0.20028
O -6.74954 -3.43590 -0.41253
C -5.44095 -3.42327 -0.23634
O -4.78246 -4.30010 0.25245
O -4.96757 -2.28826 -0.75098
C -3.59743 -2.05887 -0.58611
H -6.93143 -5.46593 0.03295
H -8.42983 -4.57708 -0.21740
H -7.51638 -4.35277 1.27736
H -2.94889 -2.78110 -1.09470
H -3.28669 -2.04853 0.46133
H -3.30724 -1.11338 -1.04061
C -4.17574 0.71987 2.18278
O -4.86274 1.85859 1.69855
C -4.41283 2.44525 0.59298
O -3.37097 2.21629 0.04101
O -5.35376 3.29469 0.19356
C -5.15368 4.03313 -1.00412
H -3.09733 0.72409 2.06691
H -4.52339 -0.17132 1.63346
H -4.49000 0.47877 3.19370
H -5.41719 5.07216 -0.81589
H -5.84213 3.65226 -1.75679
H -4.13531 3.98371 -1.37336
C 0.79179 -1.09089 -3.64185
O 0.06143 -2.24358 -4.02020
C 0.54607 -2.95803 -5.03907
O 1.51743 -2.69727 -5.69649
O -0.26816 -3.98472 -5.24752
C 0.15221 -4.96118 -6.21498
H 1.47107 -0.69649 -4.39357
H 1.36039 -1.25544 -2.72699
H 0.01838 -0.34288 -3.46150
H -0.43368 -5.84372 -5.97895
H 1.21185 -5.15478 -6.07677
H -0.10347 -4.60934 -7.21043
C 6.27755 -4.19092 1.39227
C 5.97191 -2.76860 1.83643
C 5.21070 -1.90954 0.86400
O 6.22582 -2.40307 2.96600
H 5.65066 -4.88621 1.95776
H 7.31930 -4.47156 1.50630
H 5.93039 -4.33092 0.36463
H 5.64193 -1.94184 -0.13776
H 5.22297 -0.86916 1.18543
H 4.17546 -2.25179 0.81472
C 0.88478 1.32023 -0.98908
C 1.17683 0.06093 -0.21957
C 0.00769 -0.74395 0.31141
O 2.31581 -0.28690 -0.01928
H -0.14277 1.32987 -1.35437
H 1.61914 1.43065 -1.78316
H 0.98085 2.17177 -0.30830
H 0.24976 -1.06855 1.32050
H -0.35055 -1.50324 -0.38116
H -0.80253 -0.01315 0.43692
C 3.32542 3.35824 3.60758
C 2.42511 4.00506 2.57633
C 1.95224 5.40324 2.88076
O 2.16273 3.40385 1.56124
H 2.74150 3.14431 4.50786
H 4.19525 3.98518 3.80458
H 3.67125 2.38371 3.26496
H 1.52446 5.51111 3.87158
H 1.25613 5.71072 2.10070
H 2.83815 6.03461 2.75067
C -1.10592 6.39884 -3.58115
C -1.94825 5.18926 -3.26915
C -1.29532 4.08529 -2.48140
O -3.06152 5.05838 -3.72440
H -0.18466 6.07325 -4.06228
H -0.80761 6.89863 -2.64884
H -1.68878 7.15730 -4.09677
H -1.14238 3.21849 -3.12838
H -1.92546 3.73105 -1.66182
H -0.33608 4.36022 -2.04085
C 6.59113 0.28422 -3.39769
C 5.29996 0.06900 -2.64790
C 4.71808 1.23536 -1.89936
O 4.74855 -1.00295 -2.68295
H 7.36936 0.83702 -2.87298
H 6.35713 0.77767 -4.34646
H 7.02760 -0.67776 -3.67218
H 4.15922 0.83742 -1.04161
H 3.98453 1.83548 -2.43217
H 5.50873 1.81289 -1.41665
C -2.39894 -5.02026 3.01957
C -1.34481 -3.96985 2.73024
C -0.22832 -4.31747 1.77026
O -1.39822 -2.86805 3.22484
H -2.29060 -5.32802 4.06075
H -2.24044 -5.89840 2.39627
H -3.39214 -4.62380 2.82582
H -0.49555 -5.21952 1.21733
H 0.66887 -4.57171 2.34186
H 0.00886 -3.51850 1.07674


121
Properties=species:S:1:pos:R:3 method="wB97M-V/def2-TZVPD" relative_energy_kcal_mol=29.2 lumo_ev=-5.2 charge=0
Tl -0.93803 2.20496 2.72213
P 0.04444 0.45840 0.29265
O 0.46216 -0.41758 -0.90084
O 0.03693 1.99767 -0.02017
O 0.90827 0.49840 1.58739
O -1.33753 0.15015 0.84999
C 2.18198 -3.97543 0.62120
C 2.94385 -2.65905 0.39536
C 3.30307 -1.96681 1.74192
O 4.61429 -1.70213 1.68870
C 5.16590 -2.27571 0.61167
O 6.26739 -2.05825 0.19316
O 4.25852 -2.90139 -0.13048
H 2.67522 -4.66664 1.30460
H 2.01423 -4.52599 -0.30446
H 1.17933 -3.83878 1.02633
H 2.35516 -1.97172 -0.21219
H 3.17830 -2.56683 2.64332
H 2.78030 -1.01086 1.77302
C -1.59432 0.37441 -4.35576
C -0.93716 1.46735 -3.54514
C 0.58854 1.53423 -3.46595
O 0.77968 2.66513 -4.24247
C -0.32838 3.22951 -4.70637
O -0.46516 4.23324 -5.39034
O -1.34730 2.64382 -4.14988
H -1.44985 0.48737 -5.43022
H -2.68391 0.35146 -4.33673
H -1.21572 -0.54894 -3.91736
H -1.31120 1.40497 -2.52323
H 1.04616 0.61922 -3.84202
H 0.90975 1.58864 -2.42577
C -2.73026 -2.98627 -2.60502
C -1.58870 -3.21274 -1.57864
C -1.90330 -3.10890 -0.12449
O -1.80229 -4.40137 0.35929
C -1.36302 -5.24137 -0.52380
O -1.12979 -6.42129 -0.30117
O -1.18315 -4.59549 -1.69124
H -3.50071 -3.73947 -2.44008
H -2.40145 -3.24867 -3.61057
H -3.21478 -2.00999 -2.61933
H -0.76586 -2.54713 -1.83937
H -2.91665 -2.73850 0.03049
H -1.13844 -2.42954 0.25176
C 1.57810 -4.60376 -3.89587
C 1.30348 -3.10717 -4.38522
C 2.32090 -2.14993 -3.77098
O 2.93483 -1.46002 -4.82649
C 2.37646 -1.96769 -5.98532
O 2.60295 -1.58102 -7.09844
O 1.66884 -3.02303 -5.70940
H 1.12848 -5.36311 -4.53566
H 1.19967 -4.65864 -2.87514
H 2.64693 -4.80631 -3.82754
H 0.28334 -2.76031 -4.22058
H 3.01644 -2.75683 -3.19134
H 1.78926 -1.48675 -3.08859
C 3.65011 0.61128 -1.45296
C 3.64161 1.94440 -0.66727
C 3.59338 1.82326 0.85125
O 4.56681 2.82126 1.31016
C 5.23762 3.25537 0.23134
O 6.20384 4.01421 0.29492
O 4.84851 2.65775 -0.93271
H 4.66548 0.21719 -1.41039
H 3.36852 0.75272 -2.49642
H 2.98119 -0.09807 -0.96566
H 2.75576 2.52153 -0.93240
H 3.82491 0.84145 1.26423
H 2.59829 2.16306 1.13835
C 3.29514 3.03961 5.78966
S 1.82933 2.21639 5.10321
O 1.41377 3.04110 3.90964
C 2.59131 0.66888 4.39064
H 3.85213 2.34746 6.42116
H 2.98211 3.89491 6.38847
H 3.98464 3.26314 4.97558
H 1.96155 0.10934 3.69895
H 2.80587 0.01242 5.23392
H 3.54979 0.88108 3.91693
C -0.86444 -2.23457 3.03913
S -0.32149 -1.50474 4.64269
O -0.44590 0.04631 4.56469
C -1.64118 -2.06012 5.75690
H -0.11235 -1.90354 2.32298
H -1.77965 -1.70389 2.77672
H -0.94114 -3.31872 3.12173
H -1.88677 -3.11543 5.63816
H -2.54940 -1.60929 5.35690
H -1.58435 -1.65041 6.76537
C -4.56935 -0.86883 2.06383
S -4.60684 -0.16039 3.74790
O -3.29243 0.65802 3.78979
C -5.98655 1.07556 3.52700
H -3.93767 -0.31241 1.37139
H -5.50405 -1.28453 1.68752
H -3.85959 -1.65673 2.31595
H -5.73829 1.83349 2.78403
H -6.15971 1.58999 4.47224
H -6.96917 0.67379 3.27971
C -5.88230 2.85326 -0.02752
S -4.03573 3.18933 -0.17401
O -3.50033 2.82429 1.22453
C -3.62097 1.69047 -1.19479
H -6.49333 3.56255 0.53073
H -5.96664 1.92482 0.53726
H -6.32385 2.70872 -1.01355
H -4.35627 0.89168 -1.09802
H -2.59002 1.42015 -0.96637
H -3.66209 1.77270 -2.28091
C -1.41645 4.85783 -1.42947
S -1.04097 5.41469 0.29271
O -1.69282 4.55089 1.39601
C 0.78424 5.11577 0.23817
H -1.08480 5.61936 -2.13529
H -2.49368 4.71357 -1.51232
H -0.93544 3.88066 -1.47251
H 1.04853 4.09118 -0.02351
H 1.30620 5.33276 1.17014
H 1.20925 5.67474 -0.59551


Number 1: orbital gap 9.7 eV. Number 2: orbital gap 4.0 eV.